Entry 1:
{
  "formula": "C21H24MoN2O2P2",
  "method": "ωB97M-V/def2-TZVPD",
  "e_lumo_ev": [-8.37, -8.15],
  "e_tot_ev": -49659.1203,
  "total_charge": 2,
  "spin_multiplicity": 3,
  "species": ["Mo", "P", "P", "O", "O", "N", "N", "C", "C", "C", "C", "C", "C", "C", "C", "C", "C", "C", "C", "C", "C", "C", "C", "C", "C", "C", "C", "C", "H", "H", "H", "H", "H", "H", "H", "H", "H", "H", "H", "H", "H", "H", "H", "H", "H", "H", "H", "H", "H", "H", "H", "H"],
  "positions_angstrom": [[0.08, -0.22, 0.97], [-1.82, 1.26, 0.99], [-0.03, -2.55, 0.81], [-0.34, 0.09, 5.34], [3.13, 0.46, 1.50], [0.10, 0.07, -1.09], [-0.15, -0.14, 2.97], [2.63, -2.54, -1.76], [1.99, 0.22, 1.33], [-0.23, -0.02, 4.17], [0.23, -2.83, -1.00], [-0.50, 4.04, -2.37], [-2.14, 2.91, 1.65], [2.24, 1.65, -1.49], [0.99, 2.20, -1.81], [1.39, -1.98, -1.49], [3.76, -1.74, -2.01], [3.67, -0.36, -1.96], [-1.57, -3.40, 1.23], [2.43, 0.27, -1.67], [0.78, 3.54, -2.25], [-0.14, 1.36, -1.60], [-2.50, 1.26, -0.75], [-1.61, 3.24, -2.04], [1.31, -3.43, 1.65], [1.28, -0.56, -1.54], [-3.09, 0.21, 1.79], [-1.44, 1.94, -1.56], [-4.09, 0.63, 1.63], [1.30, -4.49, 1.35], [-2.39, -3.01, 0.62], [-2.89, 0.16, 2.87], [3.12, 2.29, -1.47], [-2.65, 0.21, -1.05], [2.73, -3.63, -1.75], [1.66, 4.14, -2.50], [-1.40, 3.61, 1.25], [2.28, -2.98, 1.40], [-2.04, 2.88, 2.74], [-0.66, 5.06, -2.72], [0.02, 1.72, 0.67], [-0.71, -2.57, -1.50], [-1.45, -4.48, 1.05], [-3.45, 1.80, -0.75], [-1.79, -3.22, 2.29], [0.42, -3.90, -1.12], [-2.62, 3.66, -2.11], [-3.15, 3.26, 1.38], [4.53, 0.28, -2.16], [1.15, -3.34, 2.73], [-3.05, -0.81, 1.39], [4.71, -2.22, -2.24]]
}

***

Entry 2:
{
  "formula": "C22H43O10Rb",
  "method": "ωB97M-V/def2-TZVPD",
  "e_lumo_ev": -1.60,
  "e_tot_ev": -44642.2557,
  "species": ["Rb", "O", "O", "O", "O", "O", "O", "O", "O", "O", "O", "C", "C", "C", "C", "C", "C", "C", "C", "C", "C", "C", "C", "C", "C", "C", "C", "C", "C", "C", "C", "C", "C", "H", "H", "H", "H", "H", "H", "H", "H", "H", "H", "H", "H", "H", "H", "H", "H", "H", "H", "H", "H", "H", "H", "H", "H", "H", "H", "H", "H", "H", "H", "H", "H", "H", "H", "H", "H", "H", "H", "H", "H", "H", "H", "H"],
  "positions_angstrom": [[4.07, 2.06, -1.97], [3.68, -5.55, -1.06], [2.45, -1.36, 4.49], [1.60, 0.78, -1.36], [-1.10, -0.66, -4.38], [-1.87, -2.70, 2.78], [-1.84, -5.31, -1.31], [-1.79, 4.85, 1.39], [1.12, -1.27, -0.58], [0.21, 6.31, -2.66], [0.62, 0.50, 0.67], [-2.82, 0.80, -5.13], [-1.86, -4.18, -1.72], [1.93, -4.25, -2.02], [3.82, -3.22, -0.59], [-1.81, 0.28, -4.14], [3.58, -0.90, 2.45], [0.02, 4.08, -1.80], [3.18, -4.45, -1.20], [-1.94, -2.99, -0.79], [2.97, 0.93, 4.13], [-1.73, 0.94, -2.78], [2.98, -0.55, 3.78], [1.15, -0.03, -0.51], [-1.44, 2.97, 2.78], [-2.60, 2.82, 0.48], [-1.69, -3.88, -3.19], [-1.93, -1.85, 3.63], [-3.08, -1.80, 4.61], [1.95, 5.68, -1.19], [0.66, 5.45, -1.94], [-0.87, -0.79, 3.76], [-1.94, 3.67, 1.55], [2.56, 4.78, -1.27], [-2.70, 0.28, -6.08], [-2.73, 1.87, -5.28], [2.46, 6.55, -1.59], [-2.74, -1.44, 5.58], [-0.68, -3.50, -3.35], [2.98, -0.40, 1.68], [4.48, -2.76, -1.32], [3.04, -2.49, -0.34], [-0.75, 3.98, -2.56], [-1.01, 3.70, 3.46], [-2.25, 1.79, 0.54], [-0.06, -0.91, 3.05], [3.56, -1.97, 2.28], [0.78, 3.31, -1.92], [-2.27, 2.47, 3.30], [-2.45, 3.25, -0.50], [-2.39, -3.11, -3.52], [3.03, 1.08, 5.21], [2.21, -3.94, -3.03], [-3.49, -2.80, 4.73], [-1.93, 0.19, -2.02], [-0.42, 3.99, -0.81], [-2.32, -2.12, -1.33], [3.77, 1.47, 3.62], [-2.37, 1.82, -2.68], [1.40, -5.20, -2.09], [-3.85, -1.13, 4.23], [2.02, 1.33, 3.77], [1.74, 5.84, -0.13], [-0.70, 1.27, -2.65], [-3.81, 0.57, -4.72], [4.35, -3.52, 0.31], [-1.83, -4.78, -3.77], [-3.67, 2.84, 0.70], [-1.30, 0.20, 3.59], [-2.59, -3.18, 0.06], [-0.40, -0.87, 4.75], [4.58, -0.48, 2.35], [-0.71, 2.20, 2.52], [0.45, -0.35, 1.12], [1.28, -3.48, -1.60], [-0.93, -2.75, -0.45]]
}

***

Entry 3:
{
  "formula": "C30H55BrN2O6P",
  "method": "ωB97M-V/def2-TZVPD",
  "e_lumo_ev": [2.00, 1.28],
  "e_tot_ev": -126583.2676,
  "total_charge": -1,
  "spin_multiplicity": 3,
  "species": ["Br", "P", "O", "O", "O", "O", "O", "O", "N", "N", "C", "C", "C", "C", "C", "C", "C", "C", "C", "C", "C", "C", "C", "C", "C", "C", "C", "C", "C", "C", "C", "C", "C", "C", "C", "C", "C", "C", "C", "C", "H", "H", "H", "H", "H", "H", "H", "H", "H", "H", "H", "H", "H", "H", "H", "H", "H", "H", "H", "H", "H", "H", "H", "H", "H", "H", "H", "H", "H", "H", "H", "H", "H", "H", "H", "H", "H", "H", "H", "H", "H", "H", "H", "H", "H", "H", "H", "H", "H", "H", "H", "H", "H", "H", "H"],
  "positions_angstrom": [[1.39, -2.04, -1.64], [1.32, -4.81, 0.88], [2.93, 2.41, -1.06], [1.94, -3.16, 1.11], [2.11, -4.97, -0.70], [-1.12, -7.13, 2.33], [3.57, -1.52, 0.02], [-4.72, 0.53, 1.15], [4.18, 3.04, -1.00], [-3.81, 1.61, 1.15], [-2.73, -5.82, 0.72], [0.57, -6.54, 0.40], [5.50, 4.60, 0.44], [3.77, 5.84, -1.93], [-2.24, 2.81, -0.38], [-3.57, -3.04, -0.54], [4.36, 2.27, -3.43], [3.30, 5.38, -0.55], [-3.54, 1.97, -0.29], [3.25, -4.01, -0.80], [3.41, 3.70, 1.33], [3.78, 4.67, -2.91], [-5.55, 3.45, 1.33], [-4.71, 2.74, -0.94], [-3.27, 3.69, 2.42], [-3.11, -5.81, -0.89], [-5.22, 3.91, -0.09], [0.40, -9.05, 1.36], [-2.77, -4.53, 1.72], [-3.23, 0.71, -1.17], [4.08, 4.16, 0.00], [-3.55, -4.36, -1.54], [0.18, -7.44, 1.72], [-4.90, 2.15, 3.39], [-3.21, -3.07, 1.07], [-2.24, -7.27, 1.39], [4.56, 3.43, -2.40], [6.09, 3.72, -2.47], [2.60, -2.63, -0.12], [-4.38, 2.69, 2.01], [2.23, 5.15, -0.61], [0.76, -4.75, 2.21], [-2.39, 3.16, 2.81], [4.76, 6.29, -1.86], [4.21, -4.42, -0.21], [1.48, -7.11, -0.13], [3.30, 2.00, -3.56], [6.05, 5.15, -0.32], [-2.47, -4.68, 2.85], [-6.11, 4.34, -0.56], [6.51, 3.48, -3.46], [-5.83, 4.33, 1.92], [-1.53, 2.54, 0.41], [0.18, -4.12, 0.32], [4.90, 1.37, -3.12], [6.10, 3.74, 0.74], [-1.71, 2.65, -1.33], [-5.19, 2.98, 4.05], [-4.41, 3.13, -1.92], [3.15, -0.64, -0.21], [3.61, -3.69, -1.89], [-3.62, 4.38, 3.20], [-3.02, -6.82, -1.47], [-0.27, -6.47, -0.42], [-2.42, 3.89, -0.33], [-2.40, 0.13, -0.76], [3.91, 2.82, 1.75], [-2.95, 1.01, -2.19], [2.73, 4.39, -3.12], [-4.12, 1.58, 3.90], [-5.78, 1.51, 3.29], [3.38, 6.23, 0.15], [6.34, 4.77, -2.31], [-2.10, -8.09, 0.56], [0.20, -9.71, 2.31], [-6.44, 2.82, 1.28], [4.72, 2.55, -4.42], [5.45, 5.27, 1.31], [-0.33, -9.38, 0.49], [-4.48, 4.72, -0.07], [2.34, 3.47, 1.21], [1.50, -9.18, 0.98], [-2.94, 4.33, 1.60], [-3.82, -4.32, -2.68], [-3.17, -7.63, 2.04], [-5.56, 2.06, -1.12], [-4.09, 0.05, -1.28], [-3.20, -2.14, 1.78], [3.46, 4.49, 2.09], [4.19, 5.02, -3.87], [6.65, 3.11, -1.75], [3.10, 6.62, -2.30], [1.01, -7.19, 2.54], [2.53, -5.47, 1.37], [-3.85, -2.00, -1.01]]
}

***

Entry 4:
{
  "formula": "C3H4Cl3N",
  "method": "ωB97M-V/def2-TZVPD",
  "e_lumo_ev": 0.45,
  "e_tot_ev": -42231.2999,
  "species": ["Cl", "Cl", "Cl", "N", "C", "C", "C", "H", "H", "H", "H"],
  "positions_angstrom": [[-1.78, -1.53, 1.11], [-1.70, -0.70, -1.73], [-2.47, 1.25, 0.30], [0.63, 1.68, -0.22], [0.50, 0.51, 0.02], [1.43, -0.63, 0.14], [-1.39, -0.18, 0.01], [-0.16, 2.23, -0.10], [0.86, -1.50, 0.56], [2.35, -0.34, 0.78], [1.75, -0.77, -0.86]]
}

***

Entry 5:
{
  "formula": "C17H19ClN2O3S",
  "method": "ωB97M-V/def2-TZVPD",
  "smiles": "CC(=O)N1CCN(Cc2ccc(Oc3ccc(Cl)cc3O)s2)CC1",
  "e_lumo_ev": 0.49,
  "e_tot_ev": -50414.0892,
  "species": ["Cl", "S", "O", "O", "O", "N", "N", "C", "C", "C", "C", "C", "C", "C", "C", "C", "C", "C", "C", "C", "C", "C", "C", "C", "H", "H", "H", "H", "H", "H", "H", "H", "H", "H", "H", "H", "H", "H", "H", "H", "H", "H", "H"],
  "positions_angstrom": [[-4.73, 3.06, -2.70], [0.84, 1.65, -0.12], [1.08, 2.26, -2.96], [-0.50, 1.16, -4.70], [-2.92, -2.40, 1.44], [-0.77, -2.41, 1.92], [1.27, -0.47, 2.02], [3.38, 1.17, -0.25], [-0.79, 3.63, -2.10], [0.62, -2.82, 1.73], [0.17, -0.45, 3.00], [1.66, -1.72, 1.48], [-2.42, 1.94, -3.55], [-1.84, -4.39, 1.05], [1.50, 1.71, -1.78], [-2.16, 3.68, -1.92], [-0.25, 2.76, -2.99], [-0.99, -1.00, 2.36], [2.80, 1.37, -1.66], [-2.98, 2.80, -2.69], [-1.04, 1.96, -3.77], [2.36, 0.98, 0.60], [-1.84, -3.02, 1.48], [2.33, 0.55, 2.03], [3.42, 1.40, -2.51], [1.76, -1.64, 0.44], [4.39, 0.90, -0.04], [2.67, -2.05, 1.82], [0.71, -3.58, 0.95], [-1.78, -1.07, 3.14], [-1.38, -0.27, 1.70], [1.82, 1.28, 2.73], [3.27, 0.24, 2.44], [-1.39, -4.52, 0.06], [-2.93, 1.33, -4.31], [-1.39, -5.05, 1.80], [-0.18, 4.04, -1.37], [-0.15, 0.54, 3.35], [-2.86, -4.83, 1.03], [0.48, 1.26, -4.61], [0.46, -1.03, 3.90], [-2.46, 4.31, -1.11], [0.80, -3.24, 2.68]]
}

***

Entry 6:
{
  "formula": "C36H45NO4PS2SiTi",
  "method": "ωB97M-V/def2-TZVPD",
  "e_lumo_ev": -3.12,
  "e_tot_ev": -109694.9380,
  "total_charge": 1,
  "species": ["Ti", "S", "S", "P", "Si", "O", "O", "O", "O", "N", "C", "C", "C", "C", "C", "C", "C", "C", "C", "C", "C", "C", "C", "C", "C", "C", "C", "C", "C", "C", "C", "C", "C", "C", "C", "C", "C", "C", "C", "C", "C", "C", "C", "C", "C", "C", "H", "H", "H", "H", "H", "H", "H", "H", "H", "H", "H", "H", "H", "H", "H", "H", "H", "H", "H", "H", "H", "H", "H", "H", "H", "H", "H", "H", "H", "H", "H", "H", "H", "H", "H", "H", "H", "H", "H", "H", "H", "H", "H", "H", "H"],
  "positions_angstrom": [[0.18, -0.44, -1.26], [-1.55, -1.88, -2.23], [2.86, -0.62, -1.30], [-2.17, 1.00, -1.64], [2.52, -0.47, 0.69], [2.67, -1.79, 1.57], [2.38, 0.81, 1.62], [1.83, 1.94, -1.26], [0.09, -0.65, 0.45], [0.85, -2.68, -1.89], [2.97, 2.11, 1.92], [3.51, -4.00, 1.86], [3.74, -2.54, 2.19], [-4.55, 0.09, -5.49], [-1.54, 2.67, -1.98], [-2.13, -1.07, 1.44], [1.86, -3.55, -1.77], [5.08, -2.06, 1.64], [-2.74, 2.19, 0.75], [0.40, 4.08, -2.13], [-0.17, 2.82, -1.95], [1.65, -4.92, -1.71], [4.20, 2.32, 1.05], [-4.67, 1.12, -0.22], [-0.41, 5.18, -2.32], [-0.36, -2.80, 1.51], [0.35, -5.40, -1.77], [1.94, 3.20, 1.70], [-0.39, -3.15, -1.99], [-2.37, 3.78, -2.16], [3.34, 2.03, 3.40], [-3.15, 0.68, -3.15], [-0.69, -4.51, -1.91], [-4.84, 2.24, 1.91], [-0.14, -0.68, 2.88], [-1.80, 5.03, -2.34], [-5.42, 1.51, 0.89], [-0.62, -1.29, 1.56], [-3.33, 1.46, -0.30], [-3.53, 1.04, -5.50], [-4.84, -0.59, -4.31], [-2.83, 1.33, -4.34], [3.65, -2.30, 3.69], [0.69, 1.65, -1.56], [-3.50, 2.59, 1.83], [-4.13, -0.31, -3.15], [5.23, -1.00, 1.86], [-5.11, -0.12, -6.39], [4.92, 1.51, 1.21], [2.45, 1.86, 4.00], [1.01, 2.96, 2.22], [3.47, -4.14, 0.78], [-2.40, -0.06, 1.74], [-5.60, -1.35, -4.31], [-2.44, 5.89, -2.47], [1.73, 3.32, 0.64], [-5.44, 2.55, 2.75], [-3.44, 3.66, -2.17], [2.85, -3.13, -1.74], [-0.68, -3.26, 2.45], [0.15, -6.46, -1.72], [3.72, -1.23, 3.91], [-3.04, 3.18, 2.62], [-1.69, 2.43, 0.70], [2.50, -5.59, -1.63], [4.67, 3.27, 1.29], [-2.04, 2.06, -4.37], [0.03, 6.16, -2.45], [5.11, -2.20, 0.55], [-4.33, -0.89, -2.26], [2.70, -2.66, 4.08], [4.04, 1.22, 3.57], [2.32, 4.15, 2.08], [2.57, -4.36, 2.29], [0.88, -0.99, 3.11], [-0.80, -1.00, 3.68], [3.80, 2.97, 3.72], [-6.46, 1.23, 0.94], [-2.64, -1.78, 2.09], [0.69, -3.00, 1.36], [4.33, -4.60, 2.26], [5.89, -2.64, 2.09], [-0.17, 0.41, 2.81], [-5.14, 0.56, -1.01], [1.47, 4.19, -2.09], [-3.27, 1.55, -6.41], [3.91, 2.32, -0.01], [-0.93, -3.25, 0.69], [4.46, -2.81, 4.20], [-1.72, -4.83, -1.97], [-2.46, -1.25, 0.42]]
}

***

Entry 7:
{
  "formula": "C7H13N",
  "method": "ωB97M-V/def2-TZVPD",
  "smiles": "[H]/N=C(C)\\C=C(/C)CC",
  "e_lumo_ev": 0.96,
  "e_tot_ev": -8957.9994,
  "species": ["N", "C", "C", "C", "C", "C", "C", "C", "H", "H", "H", "H", "H", "H", "H", "H", "H", "H", "H", "H", "H"],
  "positions_angstrom": [[-2.80, -0.70, -0.41], [-2.43, 1.68, -0.60], [1.99, -0.79, 0.18], [2.76, 0.09, -0.77], [-0.26, -0.02, -0.68], [-1.96, 0.26, -0.53], [-0.19, -0.76, 1.79], [0.29, -0.41, 0.42], [2.63, 1.15, -0.53], [0.08, 0.25, -1.66], [2.45, -0.06, -1.81], [-0.24, -1.84, 1.91], [-3.40, 1.80, -0.11], [-1.72, 2.36, -0.12], [0.51, -0.37, 2.53], [-2.52, 1.98, -1.65], [3.84, -0.13, -0.72], [2.06, -1.84, -0.10], [2.43, -0.72, 1.18], [-1.18, -0.34, 1.99], [-2.33, -1.60, -0.32]]
}

***

Entry 8:
{
  "formula": "C26H38N3O9PS",
  "method": "ωB97M-V/def2-TZVPD",
  "smiles": "CC(=O)OC(=O)C[C@@H]1C[C@@](CON=O)(P(N)O)[C@H](CCCCCN)OS1(=O)=O.c1ccccc1.c1ccccc1",
  "e_lumo_ev": -0.82,
  "e_tot_ev": -70596.9087,
  "species": ["S", "P", "O", "O", "O", "O", "O", "O", "O", "O", "O", "N", "N", "N", "C", "C", "C", "C", "C", "C", "C", "C", "C", "C", "C", "C", "C", "C", "C", "C", "C", "C", "C", "C", "C", "C", "C", "C", "C", "C", "H", "H", "H", "H", "H", "H", "H", "H", "H", "H", "H", "H", "H", "H", "H", "H", "H", "H", "H", "H", "H", "H", "H", "H", "H", "H", "H", "H", "H", "H", "H", "H", "H", "H", "H", "H", "H", "H"],
  "positions_angstrom": [[1.66, 0.59, -1.43], [4.69, 2.07, 0.35], [1.93, 2.10, -1.08], [0.27, 0.33, -1.61], [2.49, -2.94, 4.31], [2.63, 2.07, 5.41], [1.55, -2.36, 2.37], [2.06, 1.67, 3.37], [5.77, 1.63, 1.49], [2.43, 0.30, -2.60], [1.71, -3.81, 0.63], [-4.65, 0.03, 1.86], [1.93, 2.46, 4.57], [4.96, 0.93, -0.88], [2.14, -0.65, -7.64], [-0.32, 1.58, 1.15], [2.74, 0.17, 1.18], [-9.30, -2.84, 2.07], [-1.33, 1.95, 2.23], [3.71, 1.34, -6.51], [2.88, 0.20, -8.46], [-3.55, 0.94, 1.48], [-7.89, -1.36, 0.19], [2.24, -0.52, -0.12], [1.99, 2.50, 0.31], [2.98, 1.68, 1.13], [-9.47, -3.10, 0.72], [-2.33, 0.79, 2.37], [2.19, -0.50, -6.26], [3.66, 1.20, -7.89], [-8.43, -1.84, 2.49], [1.51, -2.68, 1.03], [3.04, 2.27, 2.52], [2.63, -2.85, 3.11], [1.14, -1.56, 0.09], [0.62, 2.77, 0.92], [2.97, 0.49, -5.69], [-7.73, -1.10, 1.55], [3.92, -3.21, 2.43], [-8.76, -2.36, -0.22], [4.49, 1.15, -1.74], [-1.90, 2.83, 1.95], [3.01, 0.60, -4.62], [1.53, -1.42, -8.09], [-1.86, -0.14, 2.08], [-2.67, 0.67, 3.40], [-0.85, 2.05, 3.19], [4.84, -0.04, -0.62], [0.17, 0.69, 1.51], [-4.73, -0.72, 1.19], [4.31, -2.40, 1.83], [-4.46, -0.40, 2.75], [5.63, 0.74, 1.85], [0.13, 3.43, 0.22], [-0.89, 1.43, 0.25], [-10.14, -3.88, 0.39], [-9.86, -3.41, 2.80], [0.72, 3.35, 1.83], [3.70, -0.30, 1.42], [0.20, -1.10, 0.40], [2.85, 0.09, -9.53], [4.32, 2.12, -6.07], [3.76, -4.06, 1.78], [-3.33, 0.74, 0.44], [-7.35, -0.78, -0.54], [2.45, 3.49, 0.26], [4.23, 1.87, -8.52], [-7.05, -0.32, 1.87], [4.02, 2.18, 3.00], [4.60, -3.53, 3.21], [2.84, 3.34, 2.45], [2.09, -0.13, 1.98], [0.95, -2.02, -0.87], [1.61, -1.16, -5.63], [-8.89, -2.56, -1.28], [-8.30, -1.64, 3.54], [3.06, -1.06, -0.57], [-3.95, 1.95, 1.55]]
}